{
  "formula": "C27H39B2F2N6NiS3",
  "method": "ωB97M-V with the def2-TZVPD basis set",
  "species": ["Ni", "C", "C", "C", "C", "N", "N", "B", "N", "N", "C", "C", "C", "C", "C", "S", "C", "C", "C", "C", "N", "N", "C", "C", "C", "C", "C", "S", "C", "C", "C", "C", "C", "S", "C", "C", "C", "C", "H", "H", "H", "H", "H", "H", "H", "H", "H", "H", "H", "H", "H", "H", "H", "H", "H", "H", "H", "H", "H", "H", "H", "H", "H", "H", "H", "H", "H", "H", "H", "H", "H", "H", "H", "H", "H", "H", "H", "F", "B", "F"],
  "xyz": [[1.01, -1.78, 2.80], [4.65, -1.75, 2.13], [3.68, -1.01, 1.27], [4.09, -0.15, 0.27], [3.15, 0.58, -0.49], [1.86, 0.45, -0.28], [1.51, -0.40, 0.66], [0.14, -0.75, 1.21], [-0.64, -1.72, 0.32], [-0.73, -1.43, -0.98], [-1.39, -2.25, -1.76], [-1.98, -3.43, -1.23], [-1.89, -3.72, 0.10], [-2.43, -4.97, 0.72], [-1.18, -2.79, 0.91], [-0.93, -2.97, 2.59], [-1.51, -1.91, -3.23], [-2.99, -1.62, -3.52], [-0.67, -0.68, -3.59], [-1.03, -3.10, -4.07], [-0.66, 0.46, 1.69], [-1.56, 0.94, 0.83], [-2.18, 2.05, 1.11], [-1.87, 2.77, 2.30], [-0.98, 2.27, 3.19], [-0.65, 2.94, 4.49], [-0.36, 1.03, 2.87], [0.72, 0.26, 3.93], [-3.24, 2.56, 0.15], [-3.35, 1.66, -1.08], [-2.89, 3.99, -0.29], [-4.58, 2.56, 0.90], [2.29, -1.13, 1.46], [2.18, -2.99, 4.27], [3.54, 1.58, -1.58], [3.01, 2.96, -1.18], [5.05, 1.64, -1.77], [2.87, 1.13, -2.89], [5.67, -1.66, 1.77], [4.37, -2.81, 2.18], [4.60, -1.37, 3.15], [5.14, -0.02, 0.08], [-2.47, -4.12, -1.90], [-2.97, -5.56, -0.02], [-3.08, -4.74, 1.56], [-1.60, -5.56, 1.11], [-3.33, -0.76, -2.95], [-3.62, -2.48, -3.27], [-3.12, -1.41, -4.58], [-0.90, 0.15, -2.94], [-0.87, -0.39, -4.62], [0.39, -0.91, -3.49], [-1.66, -3.98, -3.94], [0.00, -3.37, -3.82], [-1.06, -2.83, -5.13], [-2.37, 3.71, 2.50], [-1.16, 3.90, 4.57], [0.42, 3.09, 4.58], [-0.96, 2.31, 5.32], [-2.43, 1.70, -1.66], [-4.17, 2.00, -1.71], [-3.52, 0.63, -0.79], [-1.91, 4.01, -0.77], [-2.88, 4.69, 0.54], [-3.63, 4.33, -1.02], [-4.84, 1.55, 1.22], [-5.37, 2.92, 0.23], [-4.56, 3.21, 1.77], [3.49, 3.32, -0.26], [1.93, 2.93, -1.02], [3.23, 3.68, -1.97], [5.56, 1.98, -0.86], [5.28, 2.36, -2.56], [5.46, 0.68, -2.07], [1.79, 1.12, -2.76], [3.21, 0.14, -3.18], [3.13, 1.83, -3.69], [3.56, -1.03, 5.57], [2.74, -2.07, 5.70], [2.44, -2.44, 6.93]],
  "lowdin_spin": [1.26, 0.01, 0.01, 0.00, 0.00, 0.00, 0.01, -0.03, 0.00, 0.00, 0.00, 0.00, 0.00, 0.00, 0.01, 0.10, 0.00, 0.00, 0.00, 0.00, 0.00, 0.00, 0.00, 0.00, 0.00, 0.00, 0.01, 0.11, 0.00, 0.00, 0.00, 0.00, 0.07, 0.36, 0.00, 0.00, 0.00, 0.00, 0.00, 0.00, 0.00, 0.00, 0.00, 0.00, 0.00, 0.00, 0.00, 0.00, 0.00, 0.00, 0.00, 0.00, 0.00, 0.00, 0.00, 0.00, 0.00, 0.00, 0.00, 0.00, 0.00, 0.00, 0.00, 0.00, 0.00, 0.00, 0.00, 0.00, 0.00, 0.00, 0.00, 0.00, 0.00, 0.00, 0.00, 0.00, 0.00, 0.01, 0.05, 0.01],
  "charge": 1,
  "orbital_gap_ha": [0.29478, 0.22956],
  "multiplicity": 3,
  "s2": 2.026,
  "total_energy_ev": -117909.5339,
  "lumo_energy_ev": [-3.3349, -4.9193]
}